# 1
# C22H17N3OS8SeW

A structure of composition C22H17N3OS8SeW at a distorted geometry (ωB97M-V/def2-TZVPD, the Open Molecules 2025 dataset).

The lowest unoccupied orbital energy is -1.20 eV. Its HOMO energy is -7.09 eV. The value obtained for the HOMO-LUMO gap is 5.9 eV. The calculation puts the largest force on an atom at 1.666 eV Å⁻¹.

```
! wB97M-V def2-TZVPD RIJCOSX def2/J DEFGRID3
* xyz 0 1
W 1.4853 -0.2757 1.2218
C -0.9740 2.0113 -1.9009
C -0.3893 1.6133 -0.5784
N 0.5207 0.7160 -0.5320
N 0.9449 0.2395 -1.7940
C 2.2100 0.1713 -1.7799
S 3.1945 0.6603 -0.3936
S 3.0476 -0.4354 -3.2218
C 2.1459 -1.9883 -3.5382
C 0.6610 -1.8447 -3.8059
C 0.1878 -1.1000 -4.8850
C -1.1746 -1.0164 -5.1445
C -2.0877 -1.6728 -4.3183
C -1.6230 -2.4178 -3.2441
C -0.2539 -2.5052 -2.9952
C -0.8549 2.3144 0.6393
C -1.9727 3.1565 0.6121
C -2.3331 3.8934 1.7236
C -1.5540 3.8163 2.8835
C -0.4477 2.9880 2.9311
C -0.1275 2.2290 1.8159
O 0.9008 1.4060 1.8585
H -0.6482 1.3423 -2.6850
H -0.6604 3.0294 -2.1487
H -2.0638 2.0010 -1.8418
H 2.3335 -2.6603 -2.7107
H 2.6764 -2.3598 -4.4147
H 0.8986 -0.5764 -5.5237
H -1.5276 -0.4511 -6.0019
H -3.1530 -1.6123 -4.5228
H -2.3252 -2.9487 -2.6051
H 0.1119 -3.1084 -2.1698
H -2.5751 3.2262 -0.2906
H -3.2097 4.5331 1.6909
H -1.8149 4.4150 3.7544
H 0.1697 2.8893 3.8160
S 4.6184 -2.3461 7.6665
C 3.9068 -1.8378 6.2840
S 2.2081 -1.9437 5.9847
C 2.2121 -1.2468 4.3889
C 3.3860 -0.8735 3.9194
S 3.6145 -0.1072 2.3731
S 4.7614 -1.1472 4.9558
S 0.7393 -1.0507 3.5033
S -3.0996 -1.5265 0.3412
C -3.1173 -0.6529 1.8104
C -1.8536 -0.3245 2.1467
N -0.8895 -0.7570 1.2474
C -1.4171 -1.4088 0.2576
H -4.0346 -0.4319 2.3470
H -1.5536 0.2077 3.0383
H -0.8489 -1.8201 -0.5591
Se 1.6491 -2.4114 0.3942
*
```

---

# 2
# C22H17NO4

The molecule C22H17NO4 at a distorted geometry (ωB97M-V/def2-TZVPD, the Open Molecules 2025 dataset).

The lowest unoccupied orbital energy is -0.37 eV. Its HOMO energy is -8.47 eV. The value obtained for the HOMO-LUMO gap is 8.1 eV. Its relative energy (zero: lowest compared OMol25 entry of this formula, charge and spin) is 2.276 eV. The calculation puts the largest force on an atom at 3.879 eV Å⁻¹.

```
! wB97M-V def2-TZVPD RIJCOSX def2/J DEFGRID3
* xyz 0 1
C -0.1700 -3.7118 -0.2863
C -0.4970 -2.2516 -0.5602
N -1.2598 -1.7051 0.3404
C -1.8508 -0.4433 0.1916
C -2.8506 -0.1296 1.1896
C -2.8804 1.0914 1.8726
C -3.7731 1.3340 2.8495
C -4.7672 0.3796 3.1951
C -4.7815 -0.8525 2.5474
C -3.8247 -1.1013 1.5302
C -1.4384 0.3973 -0.8500
C -2.0793 1.7209 -1.1374
O -1.3725 2.6990 -1.3899
O -3.4140 1.7794 -1.2028
C -0.2468 -0.0348 -1.7252
C 0.9907 0.4776 -1.1594
C 2.0670 0.8230 -0.7139
C 3.3371 1.2812 -0.2335
C 4.1904 0.4884 0.5977
C 5.3726 1.0183 1.1105
C 5.7877 2.3090 0.7312
C 5.0052 3.0934 -0.1434
C 3.8123 2.5512 -0.6448
C -0.3355 -1.5784 -1.8885
C 0.8062 -2.1046 -2.7646
O 0.6477 -2.1229 -3.9691
O 1.9129 -2.6163 -2.1738
H -0.1716 -4.3044 -1.2167
H -0.9156 -4.1194 0.3872
H 0.8033 -3.7623 0.2226
H -2.1006 1.8255 1.6112
H -3.7345 2.3458 3.3019
H -5.4761 0.6532 3.9776
H -5.5887 -1.5642 2.8037
H -3.7822 -2.0803 1.0797
H -3.6277 2.7427 -1.3363
H -0.2984 0.3708 -2.7358
H 3.9500 -0.5215 0.9386
H 6.0005 0.3756 1.7081
H 6.7306 2.7073 1.1381
H 5.3091 4.0989 -0.4329
H 3.2764 3.0883 -1.4133
H -1.2580 -1.8155 -2.4131
H 2.4952 -2.8320 -2.9337
*
```

---

# 3
# C22H17NO4

The molecule C22H17NO4 at a distorted geometry (ωB97M-V/def2-TZVPD, the Open Molecules 2025 dataset).

The lowest unoccupied orbital energy is -0.12 eV. Its HOMO energy is -8.12 eV. The value obtained for the HOMO-LUMO gap is 8.0 eV. Its relative energy (zero: lowest compared OMol25 entry of this formula, charge and spin) is 4.643 eV. The calculation puts the largest force on an atom at 6.979 eV Å⁻¹.

```
! wB97M-V def2-TZVPD RIJCOSX def2/J DEFGRID3
* xyz 0 1
C 3.0496 -0.2870 2.9331
C 1.9555 0.1895 2.0167
N 1.1807 1.1764 2.4443
C 0.0121 1.4662 1.7218
C -1.0593 2.0701 2.4462
C -2.1004 1.1943 2.8622
C -3.0967 1.6975 3.7010
C -2.9456 2.9621 4.2359
C -1.8063 3.7208 3.9456
C -0.8168 3.2445 3.1536
C -0.1364 1.1284 0.3063
C -1.3585 1.4686 -0.3726
O -1.3929 2.5170 -0.9182
O -2.5187 0.8379 -0.0957
C 1.0092 0.4638 -0.2358
C 0.7798 -0.2454 -1.5517
C 0.6440 -0.8709 -2.6084
C 0.5081 -1.5845 -3.8201
C 1.7465 -2.0301 -4.3184
C 1.7166 -2.6262 -5.5638
C 0.4597 -2.9407 -6.1206
C -0.7248 -2.5063 -5.5832
C -0.7250 -1.8160 -4.4349
C 1.5946 -0.5803 0.7319
C 0.6077 -1.7163 0.9757
O -0.5966 -1.6533 1.0996
O 1.3941 -2.9496 0.9935
H 2.6778 -0.8930 3.7338
H 3.7739 -0.8932 2.4220
H 3.6154 0.5489 3.3563
H -2.4529 0.1996 2.3931
H -3.9824 1.0887 3.9452
H -3.7000 3.3211 4.9425
H -1.6158 4.7305 4.4631
H 0.1006 3.7795 3.2056
H -3.0981 1.5930 -0.2273
H 1.7287 1.2204 -0.4604
H 2.6648 -1.8215 -3.9440
H 2.5295 -2.8084 -6.1419
H 0.4793 -3.6372 -6.9776
H -1.7190 -2.6662 -6.1342
H -1.6674 -1.4901 -4.0253
H 2.5295 -0.9349 0.3488
H 0.7560 -3.6680 1.1563
*
```

---

# 4
# C22H18CeClN2O3

A structure of composition C22H18CeClN2O3 at a distorted geometry (ωB97M-V/def2-TZVPD, the Open Molecules 2025 dataset).

The lowest unoccupied orbital energy (spin up / spin down) is -0.78 / -0.77 eV. Its HOMO energy (spin up / spin down) is -7.22 / -7.20 eV. The value obtained for the HOMO-LUMO gap (spin up / spin down) is 6.4 / 6.4 eV. Its relative energy (zero: lowest compared OMol25 entry of this formula, charge and spin) is 0.392 eV. The calculation puts the largest force on an atom at 1.278 eV Å⁻¹.

```
! wB97M-V def2-TZVPD RIJCOSX def2/J DEFGRID3
* xyz 0 2
Ce -0.7801 -0.6213 0.8440
C -5.2459 -1.2855 0.2692
O -5.6850 0.0314 0.5904
C -4.9490 1.1137 0.2132
C -5.6729 2.2763 -0.0386
C -5.0629 3.4574 -0.4229
C -3.6878 3.4835 -0.5762
C -2.9320 2.3409 -0.3078
C -1.4813 2.5069 -0.4276
N -0.5848 1.6889 -0.0125
N 0.7391 2.1557 -0.2129
C 1.5573 1.1626 -0.1736
O 1.1992 -0.0948 -0.0040
C 3.0206 1.4137 -0.2730
C 3.8917 0.3399 -0.4065
C 5.2600 0.5603 -0.4885
C 5.7591 1.8524 -0.4339
C 4.8884 2.9280 -0.3072
C 3.5237 2.7112 -0.2302
C -3.5504 1.1408 0.0973
O -2.7977 0.0692 0.3742
H -6.1192 -1.9154 0.4209
H -4.4283 -1.6058 0.9115
H -4.9291 -1.3388 -0.7755
H -6.7470 2.2057 0.0771
H -5.6568 4.3399 -0.6096
H -3.1848 4.3897 -0.8868
H -1.1294 3.4270 -0.8957
H 3.5016 -0.6641 -0.4477
H 5.9251 -0.2858 -0.5955
H 6.8261 2.0246 -0.4899
H 5.2769 3.9372 -0.2666
H 2.8416 3.5444 -0.1330
Cl 4.7302 -3.4005 -1.0814
C 3.1343 -3.3815 -0.3612
C 2.0228 -3.6418 -1.1466
C 0.7658 -3.6258 -0.5680
C 0.5732 -3.3396 0.7970
C -0.7548 -3.1514 1.3592
C 1.7331 -3.0667 1.5478
C 2.9983 -3.1000 0.9882
H 2.1451 -3.8674 -2.1968
H -0.0978 -3.8602 -1.1825
H -0.8136 -3.3928 2.4266
H -1.5376 -3.7094 0.8343
H 1.6419 -2.8495 2.6086
H 3.8732 -2.9031 1.5924
*
```